# 1
Entry from the Open Molecules 2025 dataset: a molecular structure, C60H42ClFGaO20 (the ωB97M-V functional and the def2-TZVPD basis).

Properties
2S+1: 1
Frontier orbital gap, eV: 5.40
LUMO energy, Ha: -0.025
HOMO level, eV: -6.085
Net charge: -1

The geometry in XYZ format:
```
125
C60H42ClFGaO20 | the Open Molecules 2025 dataset | the ωB97M-V functional and the def2-TZVPD basis
F 2.652 -1.898 -1.227
Ga 1.703 -0.336 -1.370
Cl -0.482 -0.945 -1.308
H 2.000 0.378 -2.756
H 1.981 0.588 -0.117
C 5.423 -1.079 3.916
C 5.512 -0.214 2.910
C 4.871 -0.496 1.597
O 4.977 0.289 0.677
C 4.104 -1.762 1.458
C 4.011 -2.618 2.477
C 4.670 -2.351 3.770
O 4.615 -3.140 4.697
H 5.890 -0.916 4.880
H 6.058 0.719 2.986
H 3.631 -1.921 0.492
H 3.468 -3.551 2.403
C -0.087 4.357 1.213
C -0.473 5.059 2.275
C -1.300 4.447 3.348
O -1.650 5.098 4.313
C -1.680 3.024 3.191
C -1.296 2.316 2.132
C -0.468 2.929 1.059
O -0.128 2.277 0.098
H 0.517 4.777 0.417
H -0.211 6.100 2.417
H -2.288 2.606 3.985
H -1.567 1.279 1.975
C 3.919 3.015 -2.967
C 4.692 1.978 -3.280
C 5.395 1.909 -4.583
O 6.115 0.978 -4.880
C 5.193 3.040 -5.529
C 4.417 4.073 -5.216
C 3.721 4.143 -3.904
O 3.024 5.099 -3.622
H 3.395 3.072 -2.021
H 4.834 1.145 -2.603
H 5.714 2.963 -6.475
H 4.251 4.908 -5.885
C 4.918 -6.802 6.934
C 5.494 -5.673 6.525
C 6.553 -5.019 7.334
O 7.107 -4.000 6.978
C 6.934 -5.669 8.619
C 6.350 -6.792 9.028
C 5.294 -7.447 8.212
O 4.762 -8.471 8.595
H 4.145 -7.297 6.361
H 5.214 -5.176 5.605
H 7.709 -5.171 9.188
H 6.608 -7.285 9.957
C 1.026 -5.921 9.211
C -0.077 -5.844 9.949
C -1.425 -5.953 9.335
O -2.431 -5.884 10.011
C -1.494 -6.150 7.865
C -0.391 -6.229 7.125
C 0.956 -6.122 7.741
O 1.964 -6.198 7.070
H 2.022 -5.847 9.631
H -0.057 -5.700 11.022
H -2.488 -6.223 7.443
H -0.411 -6.369 6.052
C 6.610 -5.083 1.657
C 7.846 -4.951 1.182
C 8.142 -5.149 -0.260
O 9.272 -5.040 -0.690
C 7.005 -5.488 -1.152
C 5.768 -5.621 -0.680
C 5.476 -5.436 0.764
O 4.352 -5.552 1.204
H 6.363 -4.941 2.702
H 8.691 -4.695 1.808
H 7.247 -5.612 -2.200
H 4.919 -5.857 -1.308
C -4.903 -1.591 -1.935
C -3.925 -1.275 -1.086
C -4.188 -0.373 0.068
O -3.326 -0.076 0.869
C -5.565 0.170 0.215
C -6.528 -0.138 -0.646
C -6.276 -1.051 -1.787
O -7.162 -1.325 -2.572
H -4.740 -2.235 -2.790
H -2.904 -1.621 -1.221
H -5.715 0.853 1.042
H -7.528 0.273 -0.579
C -1.167 1.891 -3.180
C -2.252 2.130 -2.445
C -3.608 1.888 -2.974
O -4.608 2.143 -2.320
C -3.730 1.338 -4.347
C -2.651 1.119 -5.091
C -1.283 1.388 -4.573
O -0.310 1.214 -5.277
H -0.163 2.041 -2.806
H -2.194 2.495 -1.429
H -4.739 1.151 -4.690
H -2.708 0.736 -6.103
C -8.453 3.253 -2.614
C -7.918 2.237 -3.286
C -7.324 2.437 -4.632
O -6.833 1.504 -5.233
C -7.333 3.808 -5.201
C -7.870 4.818 -4.521
C -8.473 4.624 -3.179
O -8.962 5.554 -2.569
H -8.890 3.140 -1.629
H -7.874 1.227 -2.900
H -6.888 3.943 -6.178
H -7.897 5.831 -4.906
C -6.451 8.517 -9.381
C -6.589 7.209 -9.179
C -6.197 6.588 -7.889
O -6.325 5.396 -7.701
C -5.645 7.476 -6.835
C -5.508 8.783 -7.038
C -5.902 9.409 -8.327
O -5.780 10.601 -8.513
H -6.727 8.999 -10.311
H -6.986 6.536 -9.927
H -5.363 6.993 -5.907
H -5.108 9.454 -6.288
```

---

# 2
Entry from the Open Molecules 2025 dataset: C3H6S3Si in the gas phase at a distorted geometry (the ωB97M-V functional and the def2-TZVPD basis).

Properties
2S+1: 1
Frontier orbital gap (alpha / beta), eV: 7.75 / 5.73
LUMO energy (alpha / beta), Ha: -0.042 / -0.070
HOMO level (alpha / beta), eV: -8.898 / -7.627
Relative energy (zero: lowest compared OMol25 entry of this formula, charge and spin), kJ/mol: 312.2

The geometry in XYZ format:
```
13
C3H6S3Si | the Open Molecules 2025 dataset | the ωB97M-V functional and the def2-TZVPD basis
C -1.384 -0.626 0.349
C 0.283 0.747 -1.263
C -0.558 0.618 0.082
Si 2.426 -0.364 0.594
S -0.630 -2.289 0.090
S 1.629 -0.483 -1.486
S 0.810 0.768 1.400
H -1.625 -0.480 1.427
H -2.378 -0.539 -0.035
H -0.464 0.727 -2.030
H 0.570 1.788 -1.110
H -1.196 1.586 0.345
H 2.518 -1.451 1.637
```

---

# 3
Entry from the Open Molecules 2025 dataset: 2 unconnected molecules or ions with the total composition C5H14 at a distorted geometry (the ωB97M-V functional and the def2-TZVPD basis).

Properties
2S+1: 1
Frontier orbital gap, eV: 11.78
LUMO energy, Ha: 0.040
HOMO level, eV: -10.696
Relative energy (zero: lowest compared OMol25 entry of this formula, charge and spin), kJ/mol: 244.2

The geometry in XYZ format:
```
19
C5H14 | the Open Molecules 2025 dataset | the ωB97M-V functional and the def2-TZVPD basis
C 2.048 0.420 1.036
C 1.854 0.015 -0.494
C 1.022 1.082 -1.227
H 2.761 1.184 1.152
H 1.104 0.511 1.657
H 2.512 -0.471 1.576
H 1.349 -1.029 -0.556
H 2.833 -0.230 -0.867
H -0.091 0.557 -1.291
H 1.380 0.736 -2.253
H 0.967 2.113 -1.131
C -2.520 -1.409 0.116
C -2.149 -0.017 0.496
H -2.042 -1.550 -0.798
H -2.502 -2.045 1.000
H -3.657 -1.332 -0.312
H -3.047 0.652 0.509
H -1.894 0.057 1.651
H -1.200 0.302 0.092
```

---

# 4
Entry from the Open Molecules 2025 dataset: C5H8N2 in the gas phase (the ωB97M-V functional and the def2-TZVPD basis).

Properties
2S+1: 1
Frontier orbital gap (alpha / beta), eV: 7.62 / 7.79
LUMO energy (alpha / beta), Ha: 0.032 / 0.033
HOMO level (alpha / beta), eV: -6.737 / -6.881
Relative energy (zero: lowest compared OMol25 entry of this formula, charge and spin), kJ/mol: 362.9

The geometry in XYZ format:
```
15
C5H8N2 | the Open Molecules 2025 dataset | the ωB97M-V functional and the def2-TZVPD basis
C -0.171 1.497 1.018
N 0.285 0.731 0.039
C 0.001 0.903 -1.283
C -0.816 -0.342 -1.503
C -0.061 -1.359 -0.675
C 0.601 -0.672 0.255
N 1.403 -1.026 1.324
H 0.079 1.297 2.045
H -0.788 2.335 0.730
H -1.727 -0.116 -0.888
H -0.407 1.881 -1.530
H -1.116 -0.623 -2.512
H -0.126 -2.435 -0.768
H 1.765 -0.264 1.875
H 1.079 -1.807 1.873
```